{"formula": "C2H2F2", "method": "ωB97M-V with the def2-TZVPD basis set", "elements": ["C", "C", "F", "F", "H", "H"], "coordinates": [[0.347, -0.118, 1.291], [-0.393, -0.053, -1.228], [1.471, 0.556, 1.065], [-1.439, -0.788, -1.095], [0.038, 0.140, 2.311], [0.229, -0.446, -2.217]], "nbo_charge": [0.175, 0.299, -0.356, -0.312, 0.129, 0.064], "total_charge": 0, "e_above_lowest_kj_mol": 133.2, "orbital_gap_ha": [0.2860, 0.3131], "lumo_energy_ev": [-0.34, -1.20], "spin_multiplicity": 3, "fmax_ev_per_a": 2.36, "homo_ev": [-8.1, -9.7]}